Density functional theory data (ωB97M-V/def2-TZVPD) for a structure of composition C44H57BaI2N4O8P3 at a distorted geometry.

Computed properties:
E_LUMO (alpha / beta), eV: -0.99 / 1.00
E_HOMO (alpha / beta), eV: -2.3 / -2.3
Net charge: -2

Element x y z (Å)
1 C 1.03082 -0.86406 4.42515
2 H 1.39008 8.80180 0.36752
3 H 2.47145 -4.04484 5.69078
4 H 1.64157 3.95893 7.23892
5 C 1.85654 5.98609 1.51825
6 H -2.34061 -2.40830 1.01841
7 C -1.68291 2.98039 -0.79192
8 H 1.34802 1.61663 5.63159
9 H 0.82919 -0.64610 -6.16051
10 H 2.31273 6.74265 2.21357
11 H -0.81668 -3.39893 -1.92525
12 H -4.38177 1.48951 3.54056
13 C -0.95833 6.45217 4.21359
14 C 2.89518 -3.88724 3.02008
15 H -2.13239 2.60550 3.77870
16 C 1.16507 -2.23627 -4.12798
17 H 3.18966 -3.28428 2.14545
18 N 2.10891 -3.08321 3.90331
19 C -0.76729 1.62557 -1.00639
20 H -0.42376 7.09751 3.29576
21 H 2.98952 1.33807 -6.24495
22 H -2.37886 3.18183 -1.69957
23 C 4.21678 -4.43149 3.64157
24 H 1.81873 -0.50288 5.03857
25 C 1.57981 -3.78444 5.11796
26 I -4.95476 -3.98879 4.78116
27 H -1.05388 6.87375 5.23234
28 H -0.32588 -4.65244 4.42407
29 H -2.92962 8.16758 0.84087
30 I -12.33887 -1.95755 -8.35774
31 C -2.16600 -5.45222 2.41680
32 C 0.66340 6.59957 1.15039
33 C -0.66234 5.72753 1.02669
34 C -3.81431 2.37301 0.25460
35 C -0.21882 5.15405 4.46767
36 C 0.55879 7.83718 0.94628
37 C -0.10285 1.67473 -7.17953
38 C 1.51733 -1.89525 3.42383
39 H 4.06798 -5.30713 4.26176
40 N 0.54715 -2.26285 -2.97436
41 C 1.25061 3.88700 6.13007
42 H 1.17793 -5.59324 4.21445
43 H 0.03443 -5.98390 -6.01455
44 O 0.42942 1.87244 -1.33317
45 H -1.40450 -4.85951 -3.67386
46 C -1.73421 -4.29250 1.74285
47 N 0.01063 -3.48054 0.20813
48 C -2.03145 3.08935 1.68150
49 C -0.40493 -4.97492 -6.21321
50 C -0.06505 4.03197 3.60756
51 C -0.13646 -5.85954 0.62412
52 H 1.22994 -2.94288 5.73341
53 H -5.55193 1.74647 1.20572
54 C -2.36925 -2.89500 2.00782
55 C 0.93136 -3.09259 -5.18650
56 H 1.63868 -2.94706 -5.95499
57 Ba 0.35039 -0.89732 -0.32409
58 O 3.30534 -0.59840 -7.65909
59 P 2.37122 2.64823 -7.77027
60 C 0.58292 2.90353 4.09253
61 H -4.26151 2.47630 -0.67259
62 C -0.70013 -4.13353 -3.88335
63 C 0.56992 5.08064 5.72248
64 H -0.35321 2.27365 -8.08021
65 H 2.09626 2.35275 -9.95799
66 O 2.36669 3.90437 -7.12883
67 O 1.73052 2.88630 -9.28273
68 H -1.50232 -5.01247 -6.37276
69 H 4.66836 -3.70467 4.26327
70 H 2.78046 5.91850 0.70227
71 H -2.97139 6.06703 1.25299
72 H -1.00978 1.09539 -7.07214
73 O 1.30119 -0.37613 -9.34589
74 C -0.43827 -3.20028 -2.91621
75 C -0.63247 -4.47035 0.78893
76 H 0.21823 -6.62934 -1.35613
77 H 4.06555 0.13286 -7.94698
78 C 1.36543 1.21493 -7.15122
79 C -4.00605 2.04385 2.62520
80 H 1.15891 -5.25702 -1.10292
81 H -3.39847 -2.94927 2.27701
82 H 1.98896 -1.56007 -4.24361
83 C -1.68453 -6.75881 2.28909
84 C -2.66937 2.58848 2.72762
85 H -1.84625 6.34962 3.54643
86 H -1.07182 3.92926 -0.56011
87 H 0.50011 6.07862 6.29241
88 H 4.91482 -4.80115 2.86959
89 C -0.08324 -3.99366 -5.09907
90 H 1.51852 -6.86374 -0.51276
91 H 2.31160 -4.70543 2.56948
92 H -1.91160 -2.35159 2.77626
93 O 3.80467 2.13079 -8.01739
94 H 1.67770 -2.46359 1.64566
95 C -0.67967 8.56162 0.77620
96 H 0.43013 -1.38972 5.19006
97 O 2.07207 0.98908 -5.90369
98 C -0.70632 -6.92421 1.36613
99 H -2.10956 -7.64685 2.84193
100 C -2.54060 2.90009 0.37770
101 P 1.75577 -0.20249 -8.02919
102 H 0.05011 -4.70648 -7.14744
103 O 0.94279 -1.18751 -6.95635
104 C 1.18538 2.74629 5.32212
105 P -0.24415 3.87304 1.72938
106 H 2.05132 4.88685 2.14934
107 H -0.25503 2.37157 -6.44697
108 H 0.33952 -0.12921 3.96514
109 C 0.73824 -6.12811 -0.59170
110 H 0.39080 -5.37709 5.85292
111 H -0.33400 -7.91757 1.18071
112 H -0.56804 9.59448 0.33803
113 C -1.75548 6.32535 0.86305
114 H 0.56615 2.02577 3.59285
115 N 1.57970 -1.56491 2.18569
116 C -4.59320 2.05931 1.38721
117 C 0.64085 -4.87670 4.89814
118 H -2.90898 -5.24228 3.17176
119 C -1.90914 7.71006 0.56474

Mulliken atomic charge list, values in e, 99 entries: -1.158 0.043 0.400 0.223 -1.392 0.076 -0.738 -0.026 0.360 0.335 0.244 0.369 -0.878 -0.386 0.130 -0.901 0.513 0.292 0.011 0.031 0.352 0.608 -1.597 0.552 -0.884 -0.868 0.513 0.104 0.270 -1.000 -0.017 0.395 -0.490 -0.884 0.574 0.007 -1.966 0.555 0.347 -0.015 -0.446 0.250 0.294 -0.398 0.614 0.315 -0.744 0.909 -1.418 0.491 0.910 0.407 0.539 -1.127 -0.251 0.379 1.993 -0.615 0.690 -0.594 0.569 -1.088 -0.900 0.392 0.310 -0.745 -0.594 0.355 0.398 0.247 0.110 0.307 -0.782 -0.088 0.284 0.445 0.443 0.907 -0.420 0.311 0.454 0.553 -0.994 -0.139 0.169 0.048 0.224 0.408 0.960 0.449 0.162 0.192 -0.848 0.238 -0.426 0.347 -0.473 -0.145 0.331

***

Density functional theory data (ωB97M-V/def2-TZVPD) for a cluster of 2 separate species, C3H9NO2 in total at a distorted geometry.

Computed properties:
E_LUMO (alpha / beta), eV: -3.98 / -9.26
E_HOMO (alpha / beta), eV: -14.7 / -14.7
Spin multiplicity: 2
Net charge: +1

Element x y z (Å)
1 H 2.54737 1.17897 -0.37488
2 H -2.44567 -1.70527 -0.69241
3 H -1.35526 1.45983 0.73509
4 H -3.37381 -0.85152 0.16751
5 H -0.63487 0.24033 1.76224
6 O -3.29047 -1.73406 -0.21614
7 C -0.64723 0.64991 0.75871
8 O 0.91497 2.48976 0.79811
9 H -0.89886 -0.09561 0.02800
10 N 1.68566 0.67565 -0.18320
11 C 1.67208 -0.65101 -0.66626
12 H 1.10067 -1.37497 -0.09499
13 C 0.64617 1.35209 0.50450
14 H 1.37400 -0.62725 -1.72562
15 H 2.70525 -1.00685 -0.80066

The molecule's Mulliken atomic charges, reported in e, are given here: 0.352 0.307 0.373 0.330 0.366 -0.601 -0.819 -0.374 0.170 0.053 -0.786 0.367 0.559 0.380 0.323

***

Density functional theory data (ωB97M-V/def2-TZVPD) for a structure of composition C40H29N6O2S2V at a distorted geometry.

Computed properties:
E_LUMO (alpha / beta), eV: -3.10 / -3.20
E_HOMO (alpha / beta), eV: -9.5 / -10.0
Spin multiplicity: 4
Net charge: +1

Element x y z (Å)
1 H -4.32334 1.59321 2.74867
2 C 1.75434 -4.93776 1.60537
3 C 0.56334 -4.44055 1.12851
4 H -2.55485 -3.64033 -0.06616
5 H -2.62571 3.18369 3.21258
6 V -1.23646 -0.75184 0.07792
7 N 0.41947 -0.49012 -1.33974
8 H -5.24607 7.25637 -0.18646
9 C -1.59199 2.92818 2.93907
10 C -0.43946 3.01952 -1.97762
11 S -5.51162 3.68897 -0.75781
12 C 1.63095 2.49176 -3.11625
13 H -1.45089 4.86400 -1.91678
14 C -5.10583 6.18196 -0.36091
15 C -3.53392 0.93061 3.15475
16 C -3.87819 4.24032 -0.87142
17 H -3.96957 0.01395 3.44515
18 O -0.85184 -2.63072 0.65238
19 C 1.55546 1.10722 -2.71675
20 C -0.47953 3.76398 3.05545
21 C 5.84013 -2.64472 -2.64671
22 C 1.33751 -1.37288 -1.70263
23 H 2.54400 2.83105 -3.63425
24 C 1.26908 -2.10858 1.66246
25 C -4.09145 -3.75798 -1.48330
26 C 0.69955 3.40227 -2.75229
27 H 5.16054 -0.57184 -3.08276
28 H 1.27033 -2.41555 -1.42114
29 H -0.59130 4.74630 3.53279
30 H 6.04979 -4.12808 3.12090
31 C 2.58416 0.18459 -3.00376
32 C 5.10054 -3.82123 2.75796
33 C 4.79277 -2.47762 2.91299
34 C -4.43928 -2.84565 -2.43206
35 H -5.27149 -2.94028 -3.05277
36 H 3.68518 -0.83124 2.58470
37 C -6.13617 5.23281 -0.41419
38 C 0.92728 2.13057 2.11556
39 C 2.83307 -4.10937 2.02186
40 C -0.58883 1.66226 -1.59374
41 H 3.39157 0.59715 -3.63093
42 C -3.81996 5.57861 -0.60073
43 C -0.12359 1.19381 2.05091
44 N 0.06116 -0.13146 1.53799
45 C -3.61390 -1.73241 -2.20583
46 C 0.78921 3.39070 2.61795
47 H -2.90456 6.10991 -0.69124
48 C -1.38381 1.62603 2.42507
49 H -3.13938 1.40047 4.05386
50 H 0.78883 4.42483 -3.11160
51 C 4.07800 -4.65207 2.32321
52 C -2.67940 2.03672 -0.67098
53 C 4.96948 -1.57018 -2.73846
54 H 1.82724 -6.00002 1.62463
55 H -7.21854 5.36687 -0.26927
56 H 4.27728 -5.73114 2.26682
57 H 1.71610 3.99805 2.75360
58 C 3.64420 -1.96306 -2.58125
59 N 1.08858 -0.79171 2.01635
60 C 2.55604 -1.04703 -2.41300
61 C 5.21529 -3.80395 -2.33199
62 C 2.58321 -2.69295 2.08132
63 N -2.83061 -1.92578 -1.14910
64 H 5.60811 -4.83933 -2.29937
65 H -0.24405 -5.04590 0.78377
66 H 1.91730 1.73069 1.80448
67 H 6.94065 -2.61063 -2.83977
68 S 3.45253 -3.59216 -2.14956
69 H -3.48995 1.61857 -0.10796
70 C 0.30428 -2.97906 1.11977
71 H 5.59421 -1.81479 3.30747
72 H -4.54523 -4.71124 -1.17745
73 C 0.50719 0.75347 -1.85485
74 N -3.11339 -3.18445 -0.74156
75 H -3.60973 -0.76174 -2.65715
76 N -1.64556 1.22714 -0.86885
77 C 3.64881 -1.92089 2.52546
78 C -1.54103 3.81158 -1.58148
79 C -2.72104 3.34221 -1.04188
80 O -2.43523 0.75796 2.22207

The molecule's Mulliken atomic charges, reported in e, are given here: 0.337 -0.900 -0.986 0.122 0.548 0.616 0.294 0.374 -0.482 0.336 -0.065 -1.216 0.320 -0.600 -1.263 0.007 0.286 -0.424 1.054 -0.570 -0.601 -0.780 0.350 -0.308 -0.057 -1.160 0.308 0.461 0.405 0.475 -0.944 -0.680 -0.619 -1.120 0.402 0.336 -0.363 -0.013 0.967 -0.197 0.356 -0.646 0.369 1.172 -0.286 -0.915 0.426 -0.127 0.501 0.433 -0.759 -0.802 -0.554 0.441 0.405 0.389 0.382 0.539 -0.826 0.841 -0.375 0.754 -0.001 0.435 0.472 0.342 0.353 -0.059 0.350 0.862 0.332 0.420 0.026 -0.092 0.539 0.731 -0.480 -0.766 1.404 -0.236

***

E (eV)
-113648.45136, -8832.57449, -102339.89284